Formula: C19H29BF6N6O6PPdS3
Source: OMol25
Level of theory: ωB97M-V with the def2-TZVPD basis set

Last column: Mulliken charge in e.
Element x y z (Å)
Pd  0.766302  -0.794026  1.619705  -1.0691
S  1.718365  -2.659557  3.163605  0.9885
S  1.877154  0.055835  3.760862  1.1770
S  -2.048612  0.939914  -1.244948  -0.4322
P  -0.333823  -2.381812  0.215331  2.0912
F  2.356982  1.943289  5.458918  -0.2058
F  2.239559  -0.019080  6.357209  -0.2141
F  1.961844  -3.555619  5.618014  -0.2271
F  3.627117  -4.044580  4.325454  -0.2285
F  3.989848  0.547444  5.222468  -0.2303
F  1.738678  -5.073891  4.093736  -0.2216
O  0.463492  0.148946  4.015321  -0.5094
O  -0.264359  1.731936  1.510473  -0.2320
O  0.274900  -2.694992  3.328273  -0.5217
O  2.467563  0.899820  2.747637  -0.5174
O  1.351153  1.716910  -0.116484  -0.2602
O  2.269064  -3.151151  1.927225  -0.5734
N  2.478335  -1.416334  3.777854  -0.3824
N  -0.932105  -3.173224  -2.349758  0.1518
N  -1.083852  0.071795  -3.576411  -0.2269
N  -1.061360  -4.894479  -0.613470  0.1002
N  -1.659184  2.381533  -3.450012  -0.5248
N  -2.790309  -3.165840  -0.757623  0.0709
C  2.666893  0.658615  5.299324  0.3988
C  -1.552291  1.143925  -2.884589  0.2528
C  1.104724  3.134248  0.132030  2.5033
C  -1.446083  3.918907  -5.295101  -1.3346
C  -2.476551  -4.549449  -0.437269  -0.9374
C  -1.298545  2.536463  -4.715737  0.9819
C  -0.677681  -4.558339  -1.989912  -0.9971
C  -0.061833  -2.258131  -1.605654  0.0310
C  -0.206452  -4.229112  0.370439  -1.0436
C  -0.799804  1.484278  -5.476956  -0.9939
C  -2.344698  -2.860491  -2.123948  -0.7602
C  2.440092  3.733565  0.541799  -1.9458
C  -2.179943  -2.252939  0.209512  -0.5165
C  0.007238  3.145910  1.282291  1.7776
C  0.488892  3.720330  2.606379  -2.1321
C  -0.715708  0.263256  -4.833990  -0.2517
C  -1.305823  3.804650  0.891358  -1.7817
C  0.632469  3.737975  -1.177084  -2.1649
C  2.306237  -3.901073  4.378763  0.4758
B  0.562752  1.011508  0.711577  0.2335
H  -0.268245  -1.235530  -1.920521  -0.6702
H  0.385248  -4.776847  -2.119638  0.4186
H  -0.497597  -4.519333  1.381589  0.4118
H  -0.297150  3.566594  3.347056  0.5040
H  1.385846  3.212607  2.961836  0.2736
H  -2.505541  -1.801198  -2.326126  0.2915
H  -1.978765  3.767315  1.751295  0.4813
H  -2.200243  4.465768  -4.732736  0.3483
H  1.408973  3.583300  -1.930514  0.5246
H  -0.278754  3.256055  -1.524873  0.1258
H  -1.777147  3.269467  0.068591  0.2171
H  -1.725008  3.880502  -6.349475  0.3959
H  -2.757547  -4.750401  0.599617  0.4174
H  0.832999  -4.524008  0.226544  0.4481
H  -2.559275  -2.465479  1.212687  0.3965
H  3.122319  3.687145  -0.308394  0.4685
H  0.983190  -2.489711  -1.827490  0.6079
H  -3.064570  -5.195831  -1.092598  0.2907
H  -1.150052  4.850148  0.613767  0.3467
H  -0.501353  4.463461  -5.212639  0.2451
H  -1.253783  -5.197616  -2.663214  0.2803
H  0.454329  4.810848  -1.070091  0.3368
H  -2.416512  -1.225222  -0.044692  0.0107
H  -0.498826  1.613447  -6.509105  0.3554
H  2.324393  4.776198  0.842746  0.3309
H  -2.940539  -3.459510  -2.816075  0.2771
H  0.683697  4.791073  2.518381  0.3838
H  -0.340078  -0.615534  -5.354205  0.4437
H  2.879354  3.165353  1.361667  0.2399

Forces on atoms 1 to 6 (eV/Å):
Pd -1.4 0.3 -1.7
S 0.6 -1.3 1.2
S 0.6 -0.2 1.3
S 0.2 0.1 -0.3
P -0.1 1.1 -0.6
F -0.1 0.2 0.1

* strongest force on any atom: 0.0425 hartree/bohr
* net charge: -1
* molar mass: 795.9 g/mol
* gap between HOMO and LUMO: 6.43 eV